# C52H83BBrF3N8O15

9 unconnected molecules or ions with the total composition C52H83BBrF3N8O15 in a non-equilibrium geometry (ωB97M-V with the def2-TZVPD basis set, the Open Molecules 2025 dataset).

Structure (XYZ):
```
163
Properties=species:S:1:pos:R:3:forces:R:3:lowdin_charge:R:1
C -2.495 5.472 3.942 0.00 -1.03 -0.39 -0.0130
B -2.547 3.998 4.496 0.21 0.42 -0.03 -0.4285
O -2.529 3.784 5.861 0.10 -0.24 -0.33 0.1212
C -2.694 2.811 3.449 -0.17 -0.23 0.33 -0.0048
C -3.601 3.010 2.400 0.18 -0.12 -0.02 0.0326
C -3.833 2.068 1.402 -0.17 -0.36 0.24 -0.1805
C -4.796 2.330 0.270 1.10 0.64 0.14 -0.1271
C -3.981 2.634 -1.006 0.00 -0.09 -0.62 -0.1057
C -3.414 1.401 -1.634 -0.34 0.06 -0.49 -0.2116
F -2.066 1.382 -1.831 0.13 -0.37 1.08 0.0586
C -4.060 0.275 -1.951 0.56 -0.02 -0.02 -0.3125
F -5.239 0.191 -2.544 -0.47 0.02 1.00 0.1407
F -3.552 -0.939 -1.733 0.23 0.01 -0.95 0.1175
C -3.138 0.867 1.475 0.05 -0.18 0.05 0.0469
C -2.214 0.640 2.480 0.04 0.37 0.06 -0.0623
C -1.973 1.605 3.467 -0.30 0.05 -0.18 -0.0244
C -0.915 1.244 4.459 0.21 -0.15 0.02 -0.2475
O -0.948 1.477 5.644 -0.03 0.22 0.10 0.1412
C 0.243 0.490 3.864 -0.17 0.18 -0.19 -0.0051
C 1.549 0.744 4.248 -0.20 -0.45 0.13 -0.2016
O 1.814 1.706 5.201 0.28 0.15 -0.14 0.0448
C 2.591 0.051 3.639 0.15 -0.02 0.11 -0.0977
C 3.998 0.407 4.050 -0.22 0.32 -0.59 -0.1668
C 4.630 -0.602 4.961 -0.29 0.00 0.02 -0.7938
O 4.074 -1.460 5.546 0.15 -0.10 0.11 0.0841
Br 6.567 -0.356 5.154 0.06 0.03 -0.03 0.6774
C 2.345 -0.924 2.663 -0.35 0.01 -0.25 -0.0875
C 3.504 -1.661 2.015 -0.06 0.20 -0.19 -0.0920
C 3.630 -1.496 0.475 -0.54 0.54 0.39 -0.1687
C 4.848 -0.688 0.024 -0.62 -0.30 -0.25 -0.1656
C 4.815 0.785 0.432 0.31 -0.23 -0.18 -0.1548
O 3.468 1.209 0.689 0.07 0.00 0.35 -0.0425
C 3.291 2.565 0.672 -0.12 0.18 -0.29 -0.5119
C 3.276 3.240 2.012 0.16 0.10 -0.02 0.0384
O 3.129 3.154 -0.358 0.08 -0.05 -0.04 0.1345
C 1.016 -1.199 2.281 0.14 0.01 0.20 -0.1054
C 0.646 -2.239 1.250 -0.16 -0.13 0.75 -0.0245
C -0.013 -0.470 2.887 0.35 -0.04 -0.05 -0.0264
C -1.450 -0.636 2.512 -0.04 0.08 0.10 -0.2661
O -1.973 -1.700 2.266 -0.02 -0.07 -0.23 0.1144
H -3.526 5.829 3.989 0.03 0.23 0.11 0.0557
H -1.874 6.133 4.538 -0.08 0.17 -0.01 0.0616
H -2.219 5.468 2.886 0.18 0.26 0.02 0.0651
H -1.641 3.850 6.224 -0.12 0.03 0.29 0.1017
H -4.144 3.948 2.372 -0.02 0.02 -0.10 0.1214
H -5.469 1.494 0.118 -0.25 0.13 0.06 0.1061
H -5.310 3.257 0.514 -0.53 -0.25 -0.06 0.1103
H -4.570 3.200 -1.732 -0.14 0.04 0.12 0.1264
H -3.123 3.262 -0.739 -0.27 -0.07 -0.18 0.0989
H -3.281 0.096 0.729 -0.08 -0.05 0.03 0.1168
H 1.920 1.287 6.062 -0.20 0.01 0.05 0.1262
H 3.997 1.378 4.548 0.07 -0.09 0.23 0.1239
H 4.603 0.547 3.155 0.24 -0.09 0.17 0.0797
H 3.421 -2.720 2.263 0.10 -0.03 0.10 0.1314
H 4.423 -1.277 2.452 0.12 -0.40 0.06 0.0942
H 2.740 -0.962 0.139 -0.01 -0.03 -0.14 0.1083
H 3.582 -2.463 -0.020 0.27 -0.11 0.00 0.0800
H 4.871 -0.733 -1.064 0.07 -0.01 -0.03 0.0971
H 5.766 -1.170 0.351 0.12 0.17 0.08 0.1041
H 5.216 1.383 -0.388 0.07 0.09 0.06 0.1293
H 5.442 0.957 1.314 -0.12 0.11 0.08 0.1155
H 4.062 2.852 2.658 -0.05 -0.09 0.02 0.0765
H 2.314 3.096 2.504 -0.01 -0.11 0.01 0.0945
H 3.440 4.301 1.849 -0.10 0.06 0.07 0.0903
H -0.021 -2.955 1.730 -0.03 -0.02 -0.07 0.0914
H 0.051 -1.766 0.469 0.18 -0.10 -0.24 0.0856
H 1.476 -2.810 0.861 0.15 0.21 -0.27 0.0499
C 1.834 -4.844 -1.894 0.25 -0.12 0.03 -0.3428
O 2.228 -4.440 -0.811 0.01 0.04 0.05 -0.0041
N 0.704 -4.453 -2.497 -0.15 -0.01 -0.15 -0.1816
C 0.312 -4.991 -3.786 -0.03 0.09 0.10 -0.0470
C -0.144 -3.464 -1.847 0.16 -0.08 -0.02 -0.0306
H 2.400 -5.587 -2.476 -0.06 -0.05 -0.09 0.1082
H 0.234 -4.187 -4.521 -0.02 -0.04 -0.04 0.0893
H -0.656 -5.490 -3.707 0.00 -0.02 -0.06 0.0907
H 1.053 -5.713 -4.125 0.01 -0.01 0.03 0.0763
H 0.415 -2.542 -1.691 -0.05 0.03 0.02 0.0885
H -0.478 -3.828 -0.876 -0.02 0.03 0.01 0.0921
H -1.006 -3.264 -2.477 -0.01 0.00 -0.01 0.0874
C -1.976 4.738 -2.579 0.00 -0.07 0.06 -0.3410
O -2.203 5.013 -1.416 0.17 0.29 -0.05 0.0117
N -1.164 5.444 -3.384 0.00 0.02 -0.14 -0.1926
C -0.927 5.067 -4.762 0.07 0.13 0.12 -0.0573
C -0.504 6.621 -2.843 -0.07 -0.09 0.10 -0.0375
H -2.426 3.861 -3.076 0.01 -0.01 -0.01 0.1303
H 0.134 4.867 -4.922 -0.01 -0.03 -0.06 0.0903
H -1.240 5.869 -5.434 0.01 -0.04 -0.06 0.0877
H -1.493 4.168 -5.000 -0.01 -0.01 0.02 0.0834
H 0.119 6.343 -1.993 0.02 0.04 0.00 0.0946
H -1.246 7.342 -2.498 0.03 0.03 0.01 0.0916
H 0.113 7.075 -3.614 0.00 -0.02 -0.03 0.0843
C -6.904 -0.727 2.933 0.06 -0.01 -0.01 -0.3554
O -6.081 0.150 3.106 -0.08 0.15 -0.04 0.0217
N -6.596 -1.998 2.613 -0.07 -0.10 -0.03 -0.1934
C -7.607 -3.014 2.418 0.20 0.03 -0.01 -0.0646
C -5.189 -2.348 2.463 -0.08 0.12 0.03 -0.0323
H -7.992 -0.551 3.025 0.00 -0.02 0.00 0.1256
H -7.468 -3.831 3.129 -0.07 -0.03 -0.02 0.0884
H -7.549 -3.418 1.405 -0.06 -0.04 0.01 0.0879
H -8.597 -2.585 2.568 0.00 0.02 0.01 0.0777
H -4.650 -2.154 3.389 0.06 0.00 -0.03 0.0950
H -4.729 -1.747 1.681 0.06 -0.02 0.02 0.0764
H -5.104 -3.402 2.207 -0.03 -0.01 0.00 0.0891
C 7.486 -2.608 -2.366 0.25 0.13 0.05 -0.3349
O 7.188 -1.794 -1.508 0.02 -0.18 -0.15 0.0040
N 6.705 -3.622 -2.774 -0.04 -0.13 -0.07 -0.1810
C 7.131 -4.554 -3.801 -0.16 0.10 0.34 -0.0513
C 5.397 -3.790 -2.167 0.09 0.15 0.09 -0.0353
H 8.457 -2.581 -2.888 -0.02 0.00 -0.03 0.1371
H 6.437 -4.519 -4.643 0.07 -0.07 -0.06 0.0855
H 7.145 -5.568 -3.391 0.00 -0.04 -0.10 0.0741
H 8.124 -4.304 -4.159 -0.10 0.02 0.05 0.0509
H 4.782 -2.904 -2.329 -0.06 -0.03 0.02 0.0919
H 5.488 -3.942 -1.091 -0.06 0.00 0.02 0.0986
H 4.909 -4.653 -2.611 -0.05 -0.06 -0.03 0.0726
C 9.238 -4.070 -7.224 0.09 0.05 0.06 -0.3318
O 9.055 -4.352 -6.053 0.09 -0.04 -0.24 -0.0022
N 8.464 -4.493 -8.238 0.00 0.00 -0.11 -0.1951
C 8.727 -4.127 -9.615 -0.13 -0.10 0.09 -0.0559
C 7.326 -5.346 -7.934 0.10 0.05 0.11 -0.0360
H 10.073 -3.429 -7.551 -0.01 0.00 -0.01 0.1360
H 7.876 -3.585 -10.032 0.04 0.02 -0.05 0.0905
H 8.903 -5.021 -10.217 0.02 0.04 -0.05 0.0901
H 9.608 -3.491 -9.667 0.01 0.00 0.02 0.0832
H 6.640 -4.831 -7.260 -0.04 -0.03 -0.01 0.0852
H 7.662 -6.260 -7.443 -0.04 -0.02 0.00 0.0936
H 6.807 -5.598 -8.855 0.02 0.02 -0.02 0.0865
C -4.452 8.595 5.765 0.06 -0.06 0.03 -0.3317
O -3.944 7.728 5.082 -0.18 0.30 0.14 0.0163
N -5.504 9.347 5.384 -0.06 0.09 0.06 -0.2000
C -6.072 10.369 6.237 -0.03 -0.08 -0.18 -0.0630
C -6.078 9.114 4.070 0.11 -0.07 0.05 -0.0405
H -4.084 8.842 6.775 -0.02 0.02 0.00 0.1350
H -7.120 10.148 6.449 0.00 0.05 0.05 0.0881
H -6.012 11.346 5.752 -0.02 0.04 0.06 0.0880
H -5.527 10.411 7.177 0.02 -0.02 0.00 0.0813
H -6.429 8.085 3.989 -0.02 0.01 -0.05 0.0925
H -5.326 9.275 3.296 -0.03 -0.01 -0.04 0.0935
H -6.911 9.795 3.914 0.00 0.02 0.03 0.0836
C -8.516 1.992 -0.680 0.05 -0.04 -0.02 -0.3404
O -7.487 2.610 -0.868 -0.11 0.06 -0.12 0.0111
N -9.245 2.061 0.451 -0.11 -0.06 0.04 -0.1933
C -10.466 1.307 0.630 0.12 0.12 0.09 -0.0621
C -8.774 2.924 1.525 0.13 -0.03 -0.11 -0.0307
H -8.941 1.305 -1.432 -0.02 0.01 0.01 0.1343
H -11.307 1.981 0.805 -0.05 -0.06 0.00 0.0886
H -10.374 0.633 1.485 -0.07 -0.03 -0.01 0.0814
H -10.671 0.716 -0.261 0.02 0.00 -0.02 0.0817
H -8.707 3.955 1.175 0.00 0.01 0.04 0.0931
H -7.782 2.610 1.852 -0.01 0.01 0.05 0.0873
H -9.466 2.868 2.362 -0.02 -0.02 -0.01 0.0862
C 4.296 -7.886 -3.689 -0.04 -0.01 -0.12 -0.3588
O 3.098 -7.704 -3.826 0.06 0.09 0.10 -0.0051
N 4.919 -8.069 -2.513 0.15 0.01 0.05 -0.1904
C 6.350 -8.285 -2.427 -0.15 0.02 0.11 -0.0645
C 4.131 -8.051 -1.288 -0.13 0.07 -0.23 -0.0223
H 4.985 -7.917 -4.551 0.01 0.00 0.01 0.1320
H 6.559 -9.252 -1.965 0.06 0.00 -0.01 0.0900
H 6.816 -7.500 -1.827 0.06 -0.03 -0.01 0.0851
H 6.789 -8.270 -3.424 -0.02 0.00 -0.02 0.0811
H 3.371 -8.831 -1.331 -0.04 0.03 0.08 0.0965
H 3.633 -7.086 -1.185 -0.03 -0.03 0.13 0.0759
H 4.777 -8.216 -0.431 0.06 0.00 -0.04 0.0901
```
Forces are in eV/Å.

- SMILES: CB(O)c1cc(CCC(F)=C(F)F)cc2c1C(=O)c1c(O)c(CC(=O)Br)c(CCCCOC(C)=O)c(C)c1C2=O.CN(C)C=O.CN(C)C=O.CN(C)C=O.CN(C)C=O.CN(C)C=O.CN(C)C=O.CN(C)C=O.CN(C)C=O
- Gap between HOMO and LUMO: 8.512 eV
- HOMO energy: -8.22 eV
- Total energy: -176775.27473 eV